Entry from OMol25: an isolated molecule of C7H9ClS (wB97M-V/def2-TZVPD).

The geometry in XYZ format:
```
18
Properties=species:S:1:pos:R:3:forces:R:3
C 0.466 1.265 -0.253 -0.009 -0.239 -0.130
C 0.195 -1.083 -1.028 0.509 0.315 -0.121
C -0.917 1.272 0.320 -0.111 0.078 -0.088
C 1.095 -0.148 -0.258 0.080 -0.049 0.168
C -0.399 -2.108 -0.505 -0.428 -0.500 0.050
C 1.367 -0.676 1.146 0.118 0.093 -0.204
C -2.012 1.113 -0.410 0.514 0.259 0.261
S -1.139 -3.321 0.135 0.107 0.100 -0.048
Cl -3.586 1.101 0.282 -0.323 -0.055 0.082
H 1.107 1.929 0.329 0.030 0.073 -0.093
H 0.439 1.624 -1.283 0.041 0.102 -0.031
H 0.025 -0.838 -2.065 -0.156 -0.142 -0.261
H -0.995 1.383 1.393 -0.183 -0.033 0.101
H 2.050 -0.083 -0.797 -0.140 0.019 0.069
H 2.054 -0.019 1.675 0.025 0.053 0.084
H 0.444 -0.757 1.715 -0.108 0.000 0.130
H 1.814 -1.667 1.087 0.033 -0.041 0.080
H -2.008 1.013 -1.485 0.004 -0.033 -0.049
```
Forces are in eV/Å.

Calculated values
SMILES string: C[C@@H](C=C=S)C/C=C/Cl
Energy relative to the best compared isomer or geometry (same formula, charge and spin) in kcal per mole: 22.74
Max |F| in eV/Å: 0.66
Kohn-Sham gap in Ha: 0.304
Electronic energy in eV: -30760.894
Charge: 0